Record 1
A molecular structure, C23H35CdN5O4S, computed with ωB97M-V with the def2-TZVPD basis set.

```
! wB97M-V def2-TZVPD RIJCOSX def2/J DEFGRID3
* xyz -2 1
Cd -1.2544 -0.8152 -0.7503
C -2.4218 -2.7918 1.4024
C -3.1761 -1.4649 1.9218
N -2.9770 -0.3809 0.9685
C -2.9451 0.9637 1.4899
C -1.6296 1.2976 2.2361
C -1.5970 2.4471 3.0502
C -0.4233 2.7623 3.6855
C 0.6727 1.9374 3.5069
C 0.5581 0.8121 2.6201
C 1.8642 0.1763 2.1913
N 1.7710 -1.0571 1.3705
C 1.3173 -2.2559 2.0260
C -0.1631 -2.5179 2.2423
N -1.0435 -2.4972 1.0725
N -0.6163 0.4815 2.1250
H -2.8853 -3.0931 0.4744
H -2.5081 -3.6449 2.1222
H -2.7887 -1.0955 2.8608
H -4.2492 -1.8101 1.9363
H -3.6143 -0.4455 0.1489
H -3.8371 1.2018 2.1776
H -2.9136 1.6495 0.6316
H -2.5186 3.0276 3.1153
H -0.3797 3.5213 4.4790
H 1.6512 2.2223 3.8597
H 2.5270 0.1122 3.0496
H 2.2771 0.9929 1.4856
H 1.3814 -0.7967 0.4715
H 1.8180 -2.3627 2.9782
H 1.8461 -3.0808 1.5651
H -0.5181 -1.8873 3.0421
H -0.1493 -3.5695 2.6602
H -0.7550 -3.1226 0.3100
O -3.7738 -2.5349 -3.3121
S -3.6397 -1.9959 -1.9452
O -4.7690 -2.4146 -1.0301
O -3.3630 -0.4937 -1.9312
O -2.3850 -2.5710 -1.4048
C 1.1703 -1.2216 -3.9836
C 2.0889 -1.5370 -2.7567
C 1.4650 -2.5969 -1.7780
C 2.4732 -0.2325 -2.1648
C 3.7672 0.2553 -2.2712
C 4.1908 1.5348 -1.9481
C 3.1864 2.4161 -1.6282
C 1.8730 2.0435 -1.5468
C 0.8417 3.1392 -1.3457
C -0.3630 3.1959 -2.2823
C 0.3270 3.1169 0.0976
C 1.4088 0.6868 -1.6990
N 0.2025 0.5223 -1.3009
H 1.4271 -1.7882 -4.9193
H 1.3430 -0.1918 -4.2643
H 0.1388 -1.4312 -3.7352
H 3.0232 -1.9798 -3.0935
H 0.9847 -2.1202 -0.9666
H 2.1638 -3.2508 -1.2814
H 0.6725 -3.1510 -2.3235
H 4.4793 -0.5223 -2.6729
H 5.2836 1.7515 -1.8254
H 3.4464 3.4479 -1.3971
H 1.4007 4.1062 -1.4736
H -1.0146 2.3797 -2.1032
H -0.1164 3.0478 -3.3276
H -0.8824 4.1161 -2.1935
H 0.1552 2.0695 0.2774
H -0.6004 3.6784 0.2588
H 1.0740 3.6097 0.7453
*
```

Results
Gap between HOMO and LUMO ... 4.2710 eV
HOMO ... 0.22 eV
Electronic energy ... -2038.04630 Ha
Max |F| ... 2.84 eV Å⁻¹



Record 2
2 unconnected molecules or ions with the total composition C23H35N3P, computed with ωB97M-V with the def2-TZVPD basis set.

```
! wB97M-V def2-TZVPD RIJCOSX def2/J DEFGRID3
* xyz 1 1
C -2.3286 3.4805 -0.6379
N -0.9799 3.7410 -1.0881
C -0.8336 3.9109 -2.5206
C 0.0173 3.0306 -0.3421
C 1.5058 3.2461 -0.6239
C 1.9692 4.4104 -1.2542
C 3.3343 4.5288 -1.5806
C 4.2321 3.5148 -1.2231
C 3.7801 2.3769 -0.5272
C 2.4165 2.2441 -0.2389
H -3.0315 3.8543 -1.3919
H -2.5199 2.4125 -0.4249
H -2.4554 4.0091 0.3159
H -1.7894 3.6994 -3.0245
H -0.5888 4.9658 -2.7285
H -0.0383 3.3161 -2.9900
H -0.2132 3.1187 0.7412
H 1.2995 5.2540 -1.4469
H 3.6871 5.4025 -2.1475
H 5.2783 3.5740 -1.5294
H 4.4775 1.5844 -0.2365
H 2.0434 1.3959 0.3519
C 2.6135 -1.5039 -1.0687
C 1.3829 -2.3991 -1.2450
C 0.8303 -2.0727 -2.6330
C 1.7523 -3.8814 -1.1055
N 0.3419 -2.0985 -0.2444
P -1.1948 -2.8613 -0.3015
H -0.1595 2.0123 -0.6046
N -1.6454 -1.7056 0.8732
C -3.0563 -1.4943 1.2456
C -3.5699 -2.7900 1.8825
C -3.8423 -1.1240 -0.0133
C -3.2090 -0.3034 2.1931
C -0.5770 -1.5768 1.7967
C 0.6426 -1.8205 1.1142
C 1.7570 -2.2782 1.7976
C 1.6344 -2.5276 3.1718
C 0.4342 -2.2830 3.8444
C -0.6852 -1.7826 3.1617
H 3.1011 -1.6084 -0.0990
H 3.3603 -1.7700 -1.8365
H 2.3481 -0.4446 -1.1873
H -0.0987 -2.5965 -2.8772
H 0.6552 -0.9919 -2.7197
H 1.5862 -2.3401 -3.3864
H 0.8585 -4.5294 -1.1305
H 2.4153 -4.1846 -1.9281
H 2.2797 -4.0554 -0.1558
H -3.0875 -2.9531 2.8568
H -4.6560 -2.7338 2.0390
H -3.3651 -3.6666 1.2443
H -3.4999 -0.1514 -0.3949
H -3.7617 -1.8588 -0.8206
H -4.9049 -1.0146 0.2527
H -2.8673 0.6210 1.7075
H -4.2722 -0.1884 2.4582
H -2.6507 -0.3968 3.1234
H 2.6643 -2.5602 1.2682
H 2.4891 -2.9582 3.6863
H 0.3302 -2.5172 4.9001
H -1.6361 -1.6812 3.6826
*
```

Results
Gap between HOMO and LUMO ... 4.6761 eV
HOMO ... -9.99 eV
Electronic energy ... -1402.73193 Ha
Max |F| ... 4.28 eV Å⁻¹



Record 3
A molecular structure, C23H36AlBBrCaCl3MgNO19P3S2, computed with ωB97M-V with the def2-TZVPD basis set.

```
! wB97M-V def2-TZVPD RIJCOSX def2/J DEFGRID3
* xyz 2 1
C -1.0653 2.7701 -4.4290
C -0.7326 1.6322 -4.2320
P -0.1544 -0.0306 -3.9356
C 1.4919 0.1282 -3.2405
C -1.3506 -0.8938 -2.8537
C -0.7122 -1.2351 -1.4955
C -1.6560 -2.0888 -0.6455
S -1.1533 -2.1761 1.1085
C 0.6256 -1.9085 1.1385
S 1.2804 -0.4735 0.8572
N 1.4698 -2.9836 1.4749
C 0.9526 -3.8924 2.5001
C 0.2773 -5.1277 1.9208
O 1.2750 -5.8289 1.2086
C 1.5287 -5.0847 0.0517
C 2.0424 -3.6624 0.3182
P 0.0931 -1.2167 -5.8280
C -0.1904 0.0271 -7.1164
O -1.1736 -2.2220 -5.9102
H -1.1748 3.8192 -4.6117
H 1.3945 0.6467 -2.2967
H 2.1513 0.6548 -3.9202
H 1.8529 -0.8818 -3.0675
H -2.1447 -0.1817 -2.6460
H -1.7731 -1.7628 -3.3466
H 0.2059 -1.7902 -1.6422
H -0.5413 -0.3017 -0.9690
H -1.6910 -3.0941 -1.0542
H -2.6361 -1.6230 -0.6697
H 1.8032 -4.2619 3.0666
H 0.2843 -3.3817 3.1837
H -0.1552 -5.7509 2.6944
H -0.5244 -4.8468 1.2381
H 0.6669 -5.0763 -0.6248
H 2.3135 -5.6057 -0.4901
H 1.7957 -3.0689 -0.5584
H 3.1556 -3.6792 0.3434
H -1.2106 0.4030 -7.0844
H 0.0146 -0.3832 -8.0960
H 0.4540 0.8702 -6.8831
H -1.1667 -2.8177 -5.1517
O 4.9081 -5.0305 0.0028
H 4.5897 -5.6637 0.6725
Al -3.0693 4.9929 -4.5926
B 0.5089 5.6753 -0.2333
O -0.0378 4.6092 -1.1255
C 0.4272 3.4479 -0.6782
O 0.1717 2.3708 -1.1449
C 1.3150 3.6975 0.5471
O 1.8790 2.8694 1.1690
O 1.3226 5.0168 0.7631
O 1.2815 6.6754 -0.9846
C 0.7330 7.8703 -0.8161
O 1.1021 8.9038 -1.2680
C -0.5002 7.6918 0.0921
O -1.2501 8.5852 0.4692
O -0.6215 6.4418 0.4112
O -1.4964 2.7316 1.6610
P -1.1962 2.4018 3.2128
O -0.3447 3.4787 3.7761
O -0.6481 1.0259 3.3307
O -2.6900 2.3802 3.8982
Mg -0.3620 8.6844 2.6766
Br -3.4998 4.0317 3.9467
C 2.6734 6.9536 6.8651
C 1.6064 6.0977 6.2306
O 0.6971 6.5822 5.5911
C 1.7088 4.6103 6.4193
H 2.4769 8.0019 6.6511
H 2.6732 6.8083 7.9455
H 3.6521 6.6874 6.4642
H 1.6691 4.3655 7.4819
H 2.6487 4.2505 5.9984
H 0.8819 4.1184 5.9090
C 3.2554 -0.3154 4.3127
Cl 3.2596 1.2734 5.0682
Cl 4.6947 -1.2317 4.7649
Cl 1.7907 -1.1991 4.7321
H 3.2666 -0.1784 3.2394
C -3.7658 -5.3812 -4.7848
O -4.3169 -6.2429 -3.7999
C -3.5890 -6.2985 -2.6838
O -2.5705 -5.6788 -2.4865
O -4.1731 -7.1299 -1.8446
C -3.5002 -7.2949 -0.5893
H -4.4280 -5.3936 -5.6446
H -3.7042 -4.3629 -4.3973
H -2.7809 -5.7303 -5.0917
H -3.4480 -6.3482 -0.0556
H -2.5033 -7.7020 -0.7400
H -4.0901 -7.9984 -0.0122
Ca -3.1120 2.7874 0.4084
*
```

Results
Gap between HOMO and LUMO ... 1.0456 eV
HOMO ... -10.00 eV
Electronic energy ... -9301.62741 Ha
Max |F| ... 3.92 eV Å⁻¹